Record 1
Molecular formula: C2H7N4O
Method: DFT, ωB97M-V/def2-TZVPD

Structure (XYZ):
```
14
C2H7N4O ωB97M-V/def2-TZVPD
C -3.13115 0.46506 0.02262
C 0.59299 0.26618 0.18748
N -3.74778 -0.50208 0.32709
N 1.54248 -0.59337 0.56931
N 0.49450 0.95996 -0.93936
N 2.81527 -0.66977 0.09877
O -2.37909 1.05570 -0.62802
H -0.15012 0.40539 0.98950
H -4.22983 -0.78188 1.11360
H 1.42569 -0.74592 1.65135
H 2.70221 -0.58079 -0.95274
H -0.44759 1.33986 -1.06060
H 1.24203 0.95585 -1.65312
H 3.27041 -1.57421 0.27412
```

Its lowest unoccupied orbital energy is -3.43 eV. The relative energy (zero: lowest compared OMol25 entry of this formula, charge and spin) comes out at 1.806 eV. As for the total charge: +1. Its HOMO energy is -14.10 eV. For the orbital gap, the calculation gives 0.392 Ha.

=====

Record 2
Molecular formula: C7H12Si
Method: DFT, ωB97M-V/def2-TZVPD

Structure (XYZ):
```
20
C7H12Si ωB97M-V/def2-TZVPD
C 1.06075 0.50140 1.66379
C 2.14090 1.10813 1.15310
C 0.27091 -0.10023 0.53359
C 0.79317 0.27180 -0.69149
C 2.08998 1.01377 -0.38521
C -2.17018 -0.23320 1.32592
C -0.89182 -1.01042 0.81853
Si 0.16609 -0.21835 -2.42639
H 0.95914 0.18091 2.64067
H 2.89284 1.74812 1.60896
H 1.90292 2.02534 -0.71678
H 2.98167 0.69019 -0.75886
H -1.94232 0.79821 1.62689
H -2.67227 -0.86185 2.20144
H -2.93292 0.08625 0.51481
H -1.06501 -1.65833 -0.01033
H -0.65471 -1.70109 1.65339
H -0.88807 -1.25338 -2.41022
H 1.25514 -1.12621 -3.08224
H -0.29203 0.83305 -3.41053
```

Its expectation value of S² is 2.02. Its lowest unoccupied orbital energy (alpha / beta) is 0.98 / -2.02 eV. The relative energy (zero: lowest compared OMol25 entry of this formula, charge and spin) comes out at 0.000 eV. The spin multiplicity is 3. Its HOMO energy (alpha / beta) is -5.22 / -9.80 eV. For the orbital gap (alpha / beta), the calculation gives 0.228 / 0.286 Ha.

=====

Record 3
Molecular formula: BH3OS
Method: DFT, ωB97M-V/def2-TZVPD

Structure (XYZ):
```
6
BH3OS ωB97M-V/def2-TZVPD
B 0.25854 0.05092 0.16268
O 1.37550 -0.75709 0.30970
S 0.28116 1.42379 1.32251
H -0.46842 -0.02644 -0.73871
H 1.54100 -1.64666 -0.33062
H -1.01537 1.85122 1.72618
```

Its lowest unoccupied orbital energy is 0.29 eV. The relative energy (zero: lowest compared OMol25 entry of this formula, charge and spin) comes out at 0.608 eV. As for the SMILES: OBS. Its HOMO energy is -9.67 eV. For the orbital gap, the calculation gives 0.366 Ha.

=====

What is the formula in the second record?
C7H12Si